<1>
The following is a quantum chemistry calculation of a cluster of 4 separate species, C4H12O3 in total, from OMol25.

Last column: Löwdin spin population.
Geometry (Å):
C1 -3.14 0.30 0.78  0.295
C2 -2.52 0.54 -0.43  0.117
C3 -1.17 0.18 -0.67  0.140
C4 -0.38 0.65 -1.73  0.290
H1 -2.52 -0.34 1.42  0.024
H2 -4.09 0.62 1.18  0.039
H3 -2.98 1.12 -1.22  0.000
H4 -0.61 -0.50 -0.02  0.000
H5 0.52 0.16 -2.07  0.035
H6 -0.66 1.57 -2.24  0.034
H7 1.26 -1.37 0.43  0.000
H8 1.84 -2.68 0.84  0.000
O1 1.25 -1.99 1.17  0.001
H9 3.20 -0.23 -1.71  0.001
H10 2.55 0.19 -0.37  0.003
O2 2.60 -0.55 -1.00  0.011
H11 1.46 0.00 1.96  0.001
H12 1.43 1.52 2.02  0.002
O3 1.95 0.79 1.67  0.008

Properties
Gap between HOMO and LUMO (alpha / beta) in eV: 2.965 / 5.690
E_HOMO (alpha / beta) in eV: 0.4 / -2.4
Multiplicity: 2
Total charge: -1

---

<2>
The following is a quantum chemistry calculation of a cluster of 3 separate species, C4H12O3 in total, from OMol25.

Last column: Löwdin spin population.
Geometry (Å):
C1 2.85 2.17 -1.16  0.016
C2 0.75 0.61 1.68  0.108
O1 -0.10 -0.26 0.95  0.158
C3 1.87 1.20 0.89  0.035
C4 1.79 1.42 -0.42  0.071
H1 3.75 2.15 -0.54  0.001
H2 2.54 3.19 -1.36  0.002
H3 3.14 1.74 -2.11  0.006
H4 1.17 0.05 2.52  0.020
H5 0.09 1.34 2.12  0.011
H6 0.43 -0.86 0.40  0.088
H7 2.86 1.24 1.34  0.004
H8 0.92 1.07 -0.95  0.021
H9 -2.46 0.31 0.31  0.016
H10 -2.69 -1.13 -0.11  0.034
O2 -2.98 -0.22 -0.30  0.068
H11 -2.09 -3.72 -0.81  0.100
H12 -2.79 -4.23 -2.07  0.040
O3 -2.95 -3.75 -1.25  0.202

Properties
Gap between HOMO and LUMO (alpha / beta) in eV: 2.838 / 9.756
E_HOMO (alpha / beta) in eV: 0.9 / -6.3
Multiplicity: 2
Total charge: -1

---

Of them, <2> has the highest stability.

---

<1>
The following is a quantum chemistry calculation of an isolated molecule of C4H13N3, from OMol25.

Last column: natural (NBO) charge in e.
Geometry (Å):
C1 0.98 -1.04 -1.18  -0.634
C2 0.36 0.31 -0.79  -0.055
C3 1.24 0.81 0.40  -0.226
N1 0.97 2.19 0.79  -0.819
N2 -1.07 0.30 -0.56  -0.646
C4 -1.66 -0.92 0.06  -0.066
N3 -1.52 -1.05 1.47  -0.876
H1 1.28 -1.61 -0.31  0.200
H2 0.27 -1.52 -1.85  0.218
H3 1.92 -0.92 -1.70  0.218
H4 0.59 0.95 -1.65  0.174
H5 2.26 0.68 0.03  0.187
H6 1.02 0.12 1.21  0.173
H7 1.21 2.75 -0.02  0.349
H8 -0.03 2.27 0.95  0.339
H9 -1.33 1.10 -0.02  0.342
H10 -1.13 -1.74 -0.42  0.189
H11 -2.68 -0.96 -0.33  0.192
H12 -2.08 -0.51 2.11  0.372
H13 -0.60 -1.23 1.82  0.366

Properties
SMILES string: C[C@H](CN)NCN
Gap between HOMO and LUMO in eV: 9.401
E_HOMO in eV: -8.3
Multiplicity: 1
Total charge: 0

---

<2>
The following is a quantum chemistry calculation of an isolated molecule of C4H13N3, from OMol25.

Last column: natural (NBO) charge in e.
Geometry (Å):
C1 3.13 0.55 -0.74  -0.429
N1 1.64 0.62 -0.87  -0.656
C2 0.79 -0.65 -0.51  -0.218
C3 -0.63 -0.45 -0.82  -0.267
N2 -1.26 -0.87 0.49  -0.666
C4 -2.44 -0.18 0.83  -0.049
N3 -2.18 1.05 1.53  -0.873
H1 3.80 1.39 -0.97  0.224
H2 3.20 -0.02 0.14  0.181
H3 3.40 -0.32 -1.50  0.176
H4 1.29 1.48 -0.27  0.346
H5 0.93 -0.89 0.63  0.183
H6 1.23 -1.56 -0.90  0.194
H7 -0.66 0.54 -1.14  0.218
H8 -1.14 -0.93 -1.67  0.191
H9 -1.15 -1.83 0.73  0.379
H10 -3.10 0.10 0.04  0.166
H11 -3.14 -0.79 1.55  0.173
H12 -1.79 0.94 2.44  0.363
H13 -1.91 1.85 1.03  0.363

Properties
SMILES string: CNCCNCN
Gap between HOMO and LUMO in eV: 9.427
E_HOMO in eV: -8.3
Multiplicity: 1
Total charge: 0

---

Of them, <1> has the highest stability.

---

<1>
The following is a quantum chemistry calculation of an isolated molecule of C4H13N3, from OMol25.

Last column: natural (NBO) charge in e.
Geometry (Å):
N1 -2.18 0.67 -1.34  -0.863
C1 -0.98 1.57 -1.38  -0.231
C2 0.13 0.57 -1.30  -0.201
N2 0.10 -0.13 -0.08  -0.628
C3 1.42 -0.62 0.27  -0.225
C4 1.34 -1.12 1.82  -0.222
N3 0.03 -1.63 2.28  -0.849
H1 -2.79 0.81 -2.18  0.364
H2 -2.75 0.76 -0.50  0.361
H3 -1.01 2.02 -2.40  0.194
H4 -0.83 2.29 -0.59  0.180
H5 1.07 1.16 -1.39  0.143
H6 0.04 -0.06 -2.21  0.186
H7 -0.36 0.42 0.60  0.346
H8 2.21 0.09 0.30  0.158
H9 1.74 -1.40 -0.46  0.183
H10 1.71 -0.27 2.44  0.182
H11 1.99 -1.97 1.97  0.188
H12 -0.56 -0.81 2.52  0.358
H13 -0.30 -2.34 1.64  0.376

Properties
SMILES string: NCCNCCN
Gap between HOMO and LUMO in eV: 9.468
E_HOMO in eV: -8.5
Multiplicity: 1
Total charge: 0

---

<2>
The following is a quantum chemistry calculation of an isolated molecule of C4H13N3, from OMol25.

Last column: natural (NBO) charge in e.
Geometry (Å):
C1 1.84 -0.71 0.08  -0.624
C2 0.34 -0.86 0.35  -0.059
N1 -0.20 -1.98 -0.52  -0.840
C3 -0.51 0.43 0.14  0.247
C4 -0.38 1.06 -1.25  -0.635
N2 -1.90 0.19 0.42  -0.843
N3 -0.13 1.44 1.19  -0.864
H1 2.30 -0.03 0.80  0.208
H2 2.34 -1.68 0.18  0.230
H3 2.05 -0.34 -0.93  0.204
H4 0.21 -1.22 1.38  0.184
H5 -1.22 -1.95 -0.43  0.369
H6 -0.03 -1.77 -1.50  0.343
H7 -0.91 2.02 -1.29  0.224
H8 -0.81 0.42 -2.03  0.223
H9 0.66 1.27 -1.52  0.210
H10 -1.99 -0.18 1.37  0.351
H11 -2.36 1.10 0.44  0.371
H12 -0.09 0.99 2.10  0.350
H13 0.81 1.80 1.01  0.350

Properties
SMILES string: C[C@H](N)C(C)(N)N
Gap between HOMO and LUMO in eV: 9.835
E_HOMO in eV: -8.8
Multiplicity: 1
Total charge: 0

---

Of them, <2> has the highest stability.